Entry 1:
{
  "formula": "C9H25AlClIN2O2P2",
  "method": "the ωB97M-V functional and the def2-TZVPD basis",
  "e_tot_ev": -62599.3175,
  "e_lumo_ev": [-10.76, -10.85],
  "homo_ev": [-14.80, -14.89],
  "largest_force_ev_per_a": 7.14,
  "charge": 2,
  "gap_ev": [4.04, 4.04],
  "species": ["I", "Cl", "P", "P", "Al", "O", "O", "N", "N", "C", "C", "C", "C", "C", "C", "C", "C", "C", "H", "H", "H", "H", "H", "H", "H", "H", "H", "H", "H", "H", "H", "H", "H", "H", "H", "H", "H", "H", "H", "H", "H", "H", "H"],
  "coordinates": [[2.5207, 0.3656, -2.5746], [-0.5324, 1.6808, -2.0723], [-0.5068, -1.8567, -1.4701], [1.4890, 1.7578, 0.8931], [0.5609, 0.2073, -0.7386], [-1.3223, 0.3981, 0.5407], [0.5498, -1.4279, 1.7625], [-3.3478, 0.5395, 1.5906], [-3.0001, 1.7285, -0.3192], [-1.6982, -1.4920, -2.7952], [-2.4908, 0.8954, 0.5988], [1.0103, 3.4476, 0.4154], [2.5016, -1.6072, 0.3509], [0.3987, -3.3109, -2.0681], [3.2593, 1.8916, 1.3212], [1.1519, -1.1101, 0.7509], [-1.6331, -2.5423, -0.2163], [0.6760, 1.6367, 2.5175], [-2.9452, 0.0390, 2.3627], [0.4449, 0.5888, 2.7529], [0.9559, -3.7850, -1.2520], [-4.1893, 1.0875, 1.7184], [-1.2725, -0.7655, -3.4917], [1.3362, 2.0621, 3.2828], [3.8142, 2.2153, 0.4313], [-1.0885, -2.7738, 0.7110], [3.3525, 2.6470, 2.1110], [3.2207, -0.7893, 0.2415], [1.1046, 3.5735, -0.6672], [-2.4077, 1.9607, -1.1233], [1.6569, 4.1532, 0.9508], [2.4891, -2.0995, -0.6267], [-0.3376, -4.0134, -2.4727], [-2.4010, -1.7861, -0.0014], [-2.1116, -3.4420, -0.6250], [-1.9329, -2.4351, -3.2993], [-2.6043, -1.0791, -2.3417], [-3.9677, 2.0035, -0.2682], [-0.2472, 2.2270, 2.4653], [3.6461, 0.9304, 1.6859], [2.8501, -2.3173, 1.1199], [-0.0318, 3.6001, 0.7185], [1.0795, -3.0035, -2.8701]]
}

Entry 2:
{
  "formula": "C9H25K2O7",
  "method": "the ωB97M-V functional and the def2-TZVPD basis",
  "e_tot_ev": -56715.2660,
  "e_lumo_ev": -4.89,
  "homo_ev": -11.45,
  "largest_force_ev_per_a": 4.80,
  "relative_energy_kcal_mol": 9.8,
  "charge": 1,
  "gap_ev": 6.56,
  "species": ["K", "K", "O", "O", "O", "O", "O", "O", "O", "C", "C", "C", "C", "C", "C", "C", "C", "C", "H", "H", "H", "H", "H", "H", "H", "H", "H", "H", "H", "H", "H", "H", "H", "H", "H", "H", "H", "H", "H", "H", "H", "H", "H"],
  "coordinates": [[12.3253, 21.9926, -12.7301], [10.7347, 20.1566, -15.6876], [16.3218, 21.3772, -11.7755], [14.9755, 18.9438, -15.0156], [13.5646, 20.5465, -14.8670], [14.0826, 17.3189, -11.6756], [14.8303, 20.0900, -17.6007], [14.3816, 19.7343, -13.0161], [16.6452, 16.4865, -14.5303], [16.6223, 16.7082, -16.8897], [13.5467, 17.7988, -10.4523], [13.6394, 18.1232, -18.2123], [15.9070, 16.1201, -15.7033], [14.3213, 19.7952, -14.2698], [16.7970, 20.4057, -10.8555], [12.4378, 17.0769, -9.7153], [14.6850, 19.0752, -18.5374], [18.0936, 20.9473, -10.3166], [15.6069, 21.0635, -12.3342], [17.5440, 16.2604, -17.2613], [15.3345, 20.8276, -17.9518], [16.9990, 19.4731, -11.3824], [14.9014, 16.5386, -15.6627], [16.2299, 20.2215, -9.9430], [12.6667, 16.0198, -9.8504], [16.1594, 17.1759, -14.0717], [18.0144, 22.0327, -10.2539], [13.3108, 18.8470, -10.6357], [11.4887, 17.3040, -10.2009], [12.2784, 17.3160, -8.6638], [12.7026, 18.6743, -18.1301], [15.6689, 18.6441, -18.7227], [14.4050, 17.7729, -9.7809], [13.8553, 17.6037, -17.2787], [14.6500, 19.3406, -15.8268], [16.8371, 17.7588, -16.6943], [18.5131, 20.4543, -9.4397], [13.5450, 17.4451, -19.0604], [14.3580, 19.4638, -19.5018], [15.9415, 16.6778, -17.7403], [14.1909, 18.0818, -12.2482], [15.6847, 15.0546, -15.7608], [18.8369, 20.8023, -11.1006]]
}

Entry 3:
{
  "formula": "C9H26AlAs3F18N2O3",
  "method": "the ωB97M-V functional and the def2-TZVPD basis",
  "e_tot_ev": -256904.9276,
  "e_lumo_ev": -7.14,
  "homo_ev": -11.59,
  "largest_force_ev_per_a": 4.28,
  "gap_ev": 4.45,
  "species": ["As", "As", "As", "Al", "F", "F", "F", "F", "F", "F", "F", "F", "F", "F", "F", "F", "F", "F", "F", "F", "F", "F", "O", "O", "O", "N", "N", "C", "C", "C", "C", "C", "C", "C", "C", "C", "H", "H", "H", "H", "H", "H", "H", "H", "H", "H", "H", "H", "H", "H", "H", "H", "H", "H", "H", "H", "H", "H", "H", "H", "H", "H"],
  "coordinates": [[-2.4326, -2.7273, -1.6398], [0.0817, 4.1130, -3.0025], [1.7315, -3.2882, 0.2085], [-0.1389, 0.8373, 0.3518], [0.6297, -1.7948, -0.1587], [3.0443, -2.1197, 0.0910], [0.3629, 5.6974, -2.1682], [2.9697, -4.5708, 0.5385], [-0.7832, -3.3594, -2.0766], [1.9393, -3.5870, -1.5896], [-1.7133, -1.5375, -0.4044], [-3.1938, -3.8976, -2.7908], [-2.2144, -1.6036, -3.0758], [1.8831, 3.9181, -3.0864], [0.3839, -4.5343, 0.3100], [-2.5567, -3.9790, -0.3792], [-1.5905, 4.3740, -2.7492], [1.5910, -2.8417, 1.9721], [-0.0810, 2.5590, -3.7352], [0.0706, 4.9497, -4.5635], [0.1049, 3.1381, -1.3998], [-3.9659, -1.8496, -1.2364], [2.3972, 1.1503, -1.1788], [-0.5595, -0.9074, 2.6786], [-2.8026, 0.5748, 1.5188], [-0.3027, 2.0434, 3.0411], [-0.0088, 0.2346, -2.6584], [1.2157, -0.7085, -4.4204], [0.2947, 1.7393, 5.3275], [-1.2689, -2.2135, 2.7836], [2.5030, 0.7257, -2.5633], [-0.4712, -0.2575, 3.9557], [-3.8960, -0.3395, 1.4355], [0.3296, 1.0747, 3.9638], [1.2553, -0.2789, -2.9265], [3.6504, 1.8460, -0.7769], [0.8038, 1.1406, 6.0828], [-0.6964, 2.0141, 5.6886], [0.8068, 0.1308, -4.9829], [-4.6877, -0.0506, 0.7442], [-0.1019, -0.9008, 4.7543], [1.2917, -1.2381, -2.4099], [4.5729, 1.3465, -1.0729], [1.3652, 0.8894, 3.6787], [-2.2559, -2.2660, 3.2432], [-0.7728, -0.3450, -2.9752], [-1.3199, -2.6520, 1.7870], [-3.2159, 1.2752, 2.0290], [2.1055, -1.1754, -4.8426], [3.6332, 2.0314, 0.2971], [-4.3589, -0.5464, 2.4004], [-0.7267, -2.9273, 3.4038], [-0.0884, 1.0518, -3.2466], [-1.0784, 2.2238, 3.6623], [0.2105, 2.9069, 3.1466], [3.6959, 2.8380, -1.2262], [-1.4451, -0.0102, 4.3783], [0.8940, 2.6324, 5.1510], [2.5995, 1.5874, -3.2238], [-3.5927, -1.3600, 1.2018], [3.4737, 0.2847, -2.7902], [0.4292, -1.4611, -4.4752]]
}

Entry 4:
{
  "formula": "C9H26As2B2F12O3Sn",
  "method": "the ωB97M-V functional and the def2-TZVPD basis",
  "e_tot_ev": -177362.0525,
  "e_lumo_ev": -1.96,
  "homo_ev": -4.81,
  "largest_force_ev_per_a": 5.05,
  "charge": -2,
  "gap_ev": 2.85,
  "species": ["Sn", "As", "As", "F", "F", "F", "F", "F", "F", "F", "F", "F", "F", "F", "F", "O", "O", "O", "C", "C", "C", "C", "C", "C", "C", "C", "C", "B", "B", "H", "H", "H", "H", "H", "H", "H", "H", "H", "H", "H", "H", "H", "H", "H", "H", "H", "H", "H", "H", "H", "H", "H", "H", "H", "H"],
  "coordinates": [[-0.8412, 1.8037, -0.5349], [-0.1630, 5.2852, 5.8640], [1.5696, 0.7900, -7.4766], [3.1782, 1.5093, -7.3402], [1.4685, 1.0383, -9.2678], [0.8393, 4.0305, 6.6985], [2.1954, -0.9446, -7.7258], [1.6330, 0.6924, -5.6536], [-0.1331, 0.1438, -7.5622], [1.0917, 6.5560, 5.8854], [-1.2223, 6.4747, 4.9839], [-1.5325, 4.1234, 5.8850], [0.8046, 2.5055, -7.2909], [0.4099, 4.5891, 4.3562], [-0.8535, 5.9511, 7.3256], [5.0058, 0.1693, 0.4974], [-1.7422, -1.6429, 4.4490], [-0.9886, -4.0328, -2.0352], [-0.2505, -2.5309, 6.1089], [-1.5213, -4.8655, -2.8028], [7.0020, -0.4079, -0.6599], [-0.7666, -5.0210, -4.1485], [-2.8687, -2.5809, 6.2730], [-2.6949, -5.7825, -2.4116], [6.8638, -0.0018, 1.9021], [6.1583, -0.2267, 0.6044], [-1.6055, -2.2038, 5.5349], [-5.1956, 0.7578, -3.3746], [-3.5415, 6.2323, -1.3309], [-3.9409, 5.3328, -0.8885], [6.1298, 0.0952, 2.7020], [-0.2612, -3.4105, 6.7526], [-4.4489, 1.4467, -3.7380], [-2.5556, -5.9714, -1.3472], [-2.7782, -3.5278, 6.8052], [-0.0012, -1.7134, 6.7853], [7.5060, -0.8666, 2.0687], [-2.6775, -6.8248, -2.7301], [-4.3396, 6.9406, -1.4911], [-4.6902, -0.1928, -3.3025], [-1.1255, -5.9166, -4.6557], [-6.0194, 0.6084, -4.0552], [6.8294, -1.4367, -0.9761], [-3.7053, -2.7168, 5.5876], [-3.1798, -1.7420, 6.8954], [6.6512, 0.1829, -1.5061], [-3.0195, 6.0184, -2.2506], [-3.7129, -5.3958, -2.3631], [7.4026, 0.9448, 1.8583], [8.0703, -0.2593, -0.5027], [0.6294, -2.5959, 5.4688], [-2.8441, 6.6453, -0.6186], [-5.5496, 1.1250, -2.4238], [0.3160, -5.0030, -4.0231], [-0.9846, -4.1780, -4.8042]]
}

Entry 5:
{
  "formula": "C9H26BrCoN4O3",
  "method": "the ωB97M-V functional and the def2-TZVPD basis",
  "e_tot_ev": -129513.9366,
  "e_lumo_ev": [-4.99, -8.06],
  "homo_ev": [-11.23, -11.23],
  "largest_force_ev_per_a": 7.40,
  "relative_energy_kcal_mol": 70.1,
  "charge": 1,
  "spin_multiplicity": 4,
  "gap_ev": [6.24, 3.16],
  "species": ["Br", "Co", "O", "O", "O", "N", "N", "N", "N", "C", "C", "C", "C", "C", "C", "C", "C", "C", "H", "H", "H", "H", "H", "H", "H", "H", "H", "H", "H", "H", "H", "H", "H", "H", "H", "H", "H", "H", "H", "H", "H", "H", "H", "H"],
  "coordinates": [[0.6332, -1.6742, -0.5004], [0.5203, -4.4016, -0.6420], [-1.6950, -0.6646, 6.1267], [2.5466, 3.4067, 0.2219], [1.1516, -1.2087, -5.6873], [-1.2750, -1.2784, 2.5490], [-0.4294, 0.8480, -3.0392], [2.5112, 1.3374, 0.6791], [0.8930, 1.9923, -0.4366], [0.1947, -0.7936, -4.6307], [-2.1561, -1.0780, 4.8358], [-2.6885, -0.8687, 7.1514], [1.9761, 2.3637, 0.1989], [-0.9400, -0.9156, 3.8847], [1.6276, 1.2674, -3.7777], [-0.3304, 0.4710, 3.7561], [0.3313, 0.6523, -4.2496], [0.6958, -0.7027, -6.9358], [0.1176, 1.5387, -2.5455], [-2.2648, -0.6094, 8.1217], [0.4738, -1.4505, -3.8069], [-0.9604, 1.1252, 3.1534], [-0.2532, 0.1629, -2.3183], [0.4870, 2.7677, -0.9406], [-0.1240, -1.5468, 4.2365], [1.5653, 2.3332, -3.9975], [2.2063, 0.4505, 0.3042], [1.3243, -0.7854, -7.8226], [0.0017, 1.3845, -4.9868], [-1.4687, -2.2692, 2.5794], [0.6437, 0.4064, 3.2712], [3.2977, 1.5227, 1.2852], [0.4061, 0.3411, -6.8151], [-2.5916, -2.0768, 4.8072], [-3.5168, -0.1748, 7.0077], [0.0230, 0.8485, 4.7157], [-2.9448, -0.4809, 4.3781], [-0.4978, -1.1687, 1.9133], [-0.2440, -1.2025, -7.1707], [1.8792, 1.0134, -2.7480], [0.4260, 1.1686, -0.0851], [-0.8384, -1.0841, -4.8219], [2.4331, 0.8895, -4.4073], [-3.1474, -1.8567, 7.1886]]
}

Entry 6:
{
  "formula": "C9H26ClF3INO9",
  "method": "the ωB97M-V functional and the def2-TZVPD basis",
  "e_tot_ev": -58448.1250,
  "e_lumo_ev": 0.27,
  "homo_ev": -9.41,
  "largest_force_ev_per_a": 1.49,
  "smiles": "C[C@H](I)CN(COC(F)(F)F)C(=O)OCCCCl.O.O.O.O.O.O",
  "gap_ev": 9.68,
  "species": ["I", "Cl", "F", "F", "F", "O", "O", "O", "O", "O", "O", "O", "O", "O", "N", "C", "C", "C", "C", "C", "C", "C", "C", "C", "H", "H", "H", "H", "H", "H", "H", "H", "H", "H", "H", "H", "H", "H", "H", "H", "H", "H", "H", "H", "H", "H", "H", "H", "H", "H"],
  "coordinates": [[4.6451, -0.9465, -0.6907], [-1.7075, -2.5475, 1.6928], [2.4040, 2.2430, -3.2663], [0.5600, 2.5425, -2.1277], [2.0796, 4.1066, -2.1678], [2.0592, 6.0716, 0.1540], [0.3988, 2.0448, 2.5095], [-5.6913, -1.8655, 0.0209], [-0.3038, -5.9740, 1.3703], [-7.1501, -3.6049, -2.1411], [5.8806, 1.1204, 2.0010], [-0.6813, 0.4181, 1.4414], [-2.2990, 2.8658, -2.5910], [2.5116, 2.1834, -1.0816], [1.4046, 1.0843, 0.6402], [1.8970, 2.7585, -2.1238], [2.6719, -0.9995, 0.1663], [0.3541, 1.2495, 1.5886], [2.4559, 0.1876, 1.1305], [-2.4507, -0.4170, 0.0710], [2.3872, -2.3407, 0.8182], [-0.9684, -0.0757, 0.1197], [1.8866, 2.3671, 0.1962], [-2.7998, -1.8526, 0.4518], [-1.4005, 2.5686, -2.7548], [2.7400, 5.6863, 0.7116], [-2.7718, -0.2556, -0.9495], [2.7272, -3.1304, 0.1658], [2.8658, -2.4321, 1.7817], [-6.5103, -2.0116, 0.5024], [-0.3810, -0.9617, -0.0730], [-6.9062, -4.5212, -2.2992], [0.4198, -5.7018, 1.9404], [-0.6969, -5.1453, 1.0766], [-0.7710, 0.6768, -0.6262], [1.3131, -2.4288, 0.9374], [-5.9065, -2.1305, -0.8821], [1.0866, 3.0928, 0.1760], [6.7221, 0.6572, 1.9653], [-2.9644, 0.3047, 0.6903], [1.9907, -0.8795, -0.6587], [3.3957, 0.7139, 1.2281], [-2.4043, 3.6337, -3.1586], [-2.7668, -2.4646, -0.4340], [5.9741, 1.8326, 1.3620], [2.6427, 2.7433, 0.8757], [2.2179, -0.1826, 2.1194], [-3.7916, -1.8582, 0.8609], [1.9832, 5.4721, -0.5947], [-8.0984, -3.5779, -2.2953]]
}